No. 1
Below is a cluster of 2 separate species, C8H7BrF2O2P in total, with properties calculated with wB97M-V/def2-TZVPD.

XYZ file:
```
21
Properties=species:S:1:pos:R:3:forces:R:3
C -1.9644 -1.4807 0.0852 -1.25 0.69 1.78
C -2.4353 -0.3029 0.6618 -0.57 1.38 -0.76
C -0.9574 -1.4064 -0.8107 0.71 -0.36 -0.34
C -1.7255 0.9196 0.4435 -1.42 -0.01 1.91
C -0.3689 -0.2293 -1.1746 -2.22 0.52 2.20
C -0.7060 0.9268 -0.4792 1.60 1.56 -0.15
C 3.3441 0.1471 -0.7503 -2.69 0.77 2.32
C 1.8345 1.8476 0.4763 1.51 -1.21 0.00
O 1.0246 2.4837 -2.0646 -0.61 -0.23 1.45
O -0.0913 3.5786 0.0730 -0.40 0.57 0.39
F 2.7753 2.7736 0.6644 -0.02 -0.17 -0.26
F 1.5160 1.4113 1.7190 0.15 -0.21 -1.19
P 0.4459 2.4257 -0.6705 -0.10 -1.32 -1.72
Br 3.7287 -1.3244 0.3990 -0.08 -0.12 -0.13
H -2.3285 -2.4334 0.4536 -0.33 -0.02 -0.43
H -3.4822 -0.2386 1.0128 0.94 -0.27 0.77
H -0.6171 -2.3192 -1.1877 0.65 -1.24 -0.92
H -1.9731 1.8280 1.1338 0.46 -1.55 -1.81
H 0.2490 -0.1835 -1.9655 2.48 0.20 -2.39
H 4.1260 0.8085 -0.7335 1.86 1.52 0.09
H 3.0231 -0.1067 -1.7202 -0.66 -0.50 -0.83
```
Forces are in eV/Å.

Calculated values
* total charge: -1
* F_max: 0.071 hartree/bohr
* HOMO-LUMO gap: 7.47 eV
* energy relative to the best compared isomer or geometry (same formula, charge and spin): 2.250 eV
* molar mass: 284.02 g/mol
* HOMO energy: -4.44 eV


No. 2
Below is a structure of composition C31H38BrF3N2OSSi2, with properties calculated with wB97M-V/def2-TZVPD.

XYZ file:
```
79
Properties=species:S:1:pos:R:3:forces:R:3
C 4.6113 -0.7483 1.8528 0.47 -1.42 0.47
C 4.7902 -1.1286 0.2627 2.09 -0.08 0.60
N 4.3401 -0.0521 -0.7004 -1.65 0.05 1.49
Si 2.6544 0.5297 -0.3233 0.90 -0.61 -1.52
O 1.4181 -0.7174 -0.6085 -1.52 2.95 1.09
Si -0.2012 -0.0890 -0.3401 1.24 -1.49 -2.07
N -1.3951 -1.1810 -1.2059 -6.40 5.65 -0.61
C -2.5684 -0.4769 -1.4133 3.15 -0.62 1.45
S -3.9765 0.5309 -1.5050 4.74 -3.67 0.09
C -0.6996 0.0947 1.5196 -1.69 0.38 2.96
F 0.1120 1.1481 2.2202 -2.46 -3.52 -1.70
F -2.1248 0.5863 1.6121 4.32 -1.53 -0.11
F -0.6628 -1.2162 2.2080 0.02 4.25 -1.47
C 2.3995 2.1081 -1.4594 0.45 1.38 1.15
Br 3.1219 1.6430 -3.2927 -0.88 0.41 0.93
C 3.3184 3.3954 -0.9193 -0.82 0.35 -0.12
C 2.9861 3.7258 0.6727 1.09 0.17 -0.01
H 5.4849 -1.2995 2.4487 -1.93 1.13 -1.22
H 4.7271 0.3907 2.0978 -0.43 -2.16 -0.65
H 3.5985 -1.2179 2.2554 2.03 1.37 -0.70
H 4.3229 -2.1774 0.0132 0.65 2.25 0.46
H 5.9645 -1.2549 0.0888 -2.55 0.17 0.30
H 5.0174 0.7480 -0.7446 -0.89 -1.15 0.07
H 2.4929 0.9113 1.1014 -0.16 -0.09 -0.29
H -0.4229 1.2475 -0.9498 0.27 -0.20 0.42
H 1.2941 2.4921 -1.4695 2.13 -0.83 -0.48
H 2.9631 4.3202 -1.5747 1.06 -1.96 1.32
H 4.4788 3.1836 -1.1013 -2.66 0.53 0.45
H 3.2440 4.8497 0.9638 -0.51 -2.38 -0.88
H 1.8587 3.5573 0.9476 2.25 0.08 -0.53
H 3.7304 3.0511 1.3103 -1.96 1.34 -1.08
C 5.5306 1.0166 6.7406 0.00 0.14 -0.13
C 4.4759 1.0132 5.8283 0.10 0.10 0.00
C 4.3656 2.0342 4.8848 0.18 0.01 0.10
C 5.3166 3.0544 4.8473 0.00 -0.16 0.11
C 6.3735 3.0557 5.7572 -0.10 -0.11 0.01
C 6.4785 2.0397 6.7067 -0.15 -0.02 -0.14
H 5.6143 0.2226 7.4780 -0.02 0.12 -0.11
H 3.7388 0.2146 5.8531 0.10 0.13 0.00
H 3.5399 2.0349 4.1784 0.08 -0.01 0.08
H 5.2336 3.8475 4.1089 0.01 -0.10 0.10
H 7.1154 3.8499 5.7268 -0.12 -0.12 0.01
H 7.2989 2.0440 7.4190 -0.11 0.00 -0.10
C -4.0694 -5.5694 0.5104 0.03 0.14 -0.10
C -5.1241 -5.5728 -0.4020 0.08 0.11 -0.01
C -5.2344 -4.5518 -1.3454 0.17 0.01 0.12
C -4.2834 -3.5317 -1.3830 0.01 -0.21 0.16
C -3.2265 -3.5304 -0.4730 -0.08 -0.15 0.14
C -3.1215 -4.5464 0.4765 -0.25 -0.08 -0.15
H -3.9857 -6.3635 1.2477 -0.02 0.11 -0.11
H -5.8612 -6.3715 -0.3771 0.08 0.12 0.01
H -6.0601 -4.5511 -2.0518 0.09 0.00 0.07
H -4.3664 -2.7386 -2.1213 -0.01 -0.10 0.08
H -2.4846 -2.7362 -0.5035 -0.36 -0.62 0.13
H -2.3011 -4.5421 1.1888 -0.10 0.01 -0.09
C 3.7180 6.8593 -3.8487 -0.09 0.13 0.05
C 2.4162 6.4389 -3.5780 0.03 0.16 0.04
C 1.4390 7.3716 -3.2317 0.18 0.09 -0.03
C 1.7618 8.7274 -3.1657 0.12 -0.14 -0.04
C 3.0627 9.1482 -3.4401 -0.04 -0.15 0.00
C 4.0421 8.2144 -3.7773 -0.19 -0.08 0.03
H 4.4801 6.1317 -4.1152 -0.12 0.09 0.04
H 2.1632 5.3832 -3.6362 0.04 0.13 -0.03
H 0.4264 7.0430 -3.0143 0.13 0.05 -0.04
H 0.9992 9.4549 -2.9007 0.11 -0.10 -0.04
H 3.3137 10.2049 -3.3902 -0.04 -0.17 0.00
H 5.0568 8.5420 -3.9856 -0.14 -0.04 0.02
C -8.5820 -8.4586 -2.5233 -0.11 0.13 0.05
C -9.8838 -8.8790 -2.2526 0.04 0.15 0.02
C -10.8610 -7.9463 -1.9064 0.18 0.09 -0.05
C -10.5382 -6.5906 -1.8403 0.12 -0.15 -0.04
C -9.2373 -6.1697 -2.1147 -0.03 -0.15 0.00
C -8.2579 -7.1036 -2.4519 -0.20 -0.07 0.04
H -7.8199 -9.1862 -2.7898 -0.11 0.11 0.04
H -10.1368 -9.9347 -2.3108 0.04 0.16 0.02
H -11.8736 -8.2749 -1.6890 0.14 0.05 -0.04
H -11.3008 -5.8630 -1.5753 0.11 -0.10 -0.04
H -8.9863 -5.1130 -2.0648 -0.04 -0.16 0.01
H -7.2432 -6.7759 -2.6602 -0.12 -0.05 0.01
```
Forces are in eV/Å.

Calculated values
* F_max: 0.166 hartree/bohr
* HOMO-LUMO gap: 8.15 eV
* molar mass: 679.80 g/mol
* HOMO energy: -9.18 eV


No. 3
Below is the molecule C4H7N3, with properties calculated with wB97M-V/def2-TZVPD.

XYZ file:
```
14
Properties=species:S:1:pos:R:3:forces:R:3
C -0.0667 0.3094 -0.9139 5.26 -1.77 0.66
C 0.5366 -0.1626 -2.2360 -4.87 2.86 2.49
C -1.3882 0.3811 0.8191 0.06 -1.77 -1.71
C -0.2332 -0.2559 1.4699 3.99 1.26 0.44
N -1.0004 0.9684 -0.4420 -2.24 0.54 -1.41
N 2.1578 -0.1256 0.3170 -0.48 0.22 1.11
N 0.8391 -0.2512 0.3614 -1.83 0.69 -2.92
H 1.2635 -0.8814 -2.0381 1.12 -1.14 -0.57
H -0.3424 -0.0848 -2.9453 1.94 -0.53 0.03
H -1.9772 -0.4850 0.5582 -0.95 0.00 -0.44
H -1.9828 0.9502 1.4284 -1.14 1.89 1.38
H 0.0928 0.3801 2.3093 0.33 -0.62 -0.11
H -0.4220 -1.2604 1.7482 -0.01 -0.81 0.56
H 2.5231 0.5179 -0.4361 -1.20 -0.82 0.49
```
Forces are in eV/Å.

Calculated values
* F_max: 0.120 hartree/bohr
* HOMO-LUMO gap (alpha / beta): 5.84 / 9.14 eV
* energy relative to the best compared isomer or geometry (same formula, charge and spin): 6.168 eV
* molar mass: 97.12 g/mol
* HOMO energy (alpha / beta): -7.28 / -8.55 eV


No. 4
Below is a cluster of 2 separate species, C14H12S in total, with properties calculated with wB97M-V/def2-TZVPD.

XYZ file:
```
27
Properties=species:S:1:pos:R:3:forces:R:3
C -1.0979 -2.6042 2.5142 -3.74 -0.16 0.15
C 1.6175 0.0132 -3.2028 1.22 -0.49 -0.97
C 0.0503 -2.5466 1.8239 1.50 3.01 -1.02
C -2.1268 -1.6544 2.4066 2.28 1.08 -1.18
C 0.2972 -0.2059 -2.9497 -2.28 -0.16 0.15
C 2.3851 0.6837 -2.2791 0.21 0.97 -1.30
C 0.4223 -1.3412 1.1793 -0.26 0.19 -1.50
C -1.7807 -0.4728 1.7222 -2.06 -0.20 1.91
C -0.3917 0.3514 -1.8495 1.30 -1.47 0.29
C 1.7457 1.3070 -1.2545 0.18 1.25 3.18
C -0.5598 -0.3567 1.1725 1.52 3.35 -1.41
C 0.4046 1.0911 -0.9727 -1.03 0.65 -0.71
C -0.0986 2.7464 1.0311 -0.83 2.31 0.97
C -0.3123 1.6179 0.2006 -0.46 -4.32 1.40
S -1.7678 2.6563 0.0866 1.01 -0.27 0.00
H -1.4925 -3.4696 2.9596 0.44 -1.53 0.74
H 2.0887 -0.3319 -4.1489 -0.48 0.02 0.88
H 0.7458 -3.3019 1.7528 1.20 -1.90 0.22
H -3.1343 -1.7779 2.7407 -0.22 -0.27 0.58
H -0.2281 -0.8297 -3.6542 -0.35 -0.06 -0.09
H 3.3917 0.9386 -2.5468 0.52 -0.13 0.28
H 1.3335 -1.2438 0.4947 -1.23 -0.19 1.35
H -2.5095 0.3380 1.8550 0.41 0.04 -0.85
H -1.3694 -0.0027 -1.4337 0.71 0.56 -1.14
H 2.2591 1.9526 -0.4831 -0.15 -0.78 -1.15
H -0.4748 2.8882 2.0650 0.89 -1.01 -0.51
H 0.6029 3.5550 0.7703 -0.34 -0.45 -0.29
```
Forces are in eV/Å.

Calculated values
* F_max: 0.089 hartree/bohr
* HOMO-LUMO gap: 8.78 eV
* energy relative to the best compared isomer or geometry (same formula, charge and spin): 1.096 eV
* molar mass: 212.32 g/mol
* HOMO energy: -8.18 eV